(1)
One molecule with the formula C17H26N4O2, computed with ωB97M-V/def2-TZVPD.

Each atom is followed by the atoms it is bonded to, with distances in Å.
Positions of all 49 atoms, in Å:
1 O 2.919 1.571 -1.602  C2 1.212
2 C 3.749 1.520 -0.720  O1 1.212, C3 1.521, N6 1.350
3 C 4.490 2.688 -0.089  C2 1.521, C4 1.528, H24 1.088, H25 1.092
4 C 5.654 2.031 0.651  C3 1.528, C5 1.533, H26 1.088, H27 1.090
5 C 5.143 0.613 0.933  C4 1.533, N6 1.444, H28 1.094, H29 1.098
6 N 4.176 0.390 -0.115  C2 1.350, C5 1.444, C7 1.437
7 C 3.635 -0.908 -0.412  N6 1.437, C8 1.538, H30 1.091, H31 1.097
8 C 2.722 -1.455 0.698  C7 1.538, C9 1.530, C23 1.531, H32 1.097
9 C 1.603 -0.483 1.075  C8 1.530, C10 1.524, H33 1.091, H34 1.092
10 C 0.551 -0.378 -0.022  C9 1.524, N11 1.455, H35 1.093, H36 1.102
11 N -0.014 -1.691 -0.290  C10 1.455, C12 1.449, C22 1.450
12 C -1.149 -1.613 -1.188  N11 1.449, C13 1.486, H37 1.104, H38 1.095
13 C -2.279 -0.901 -0.537  C12 1.486, N14 1.298, O21 1.335
14 N -2.950 0.104 -1.009  C13 1.298, C15 1.366
15 C -3.865 0.359 -0.027  N14 1.366, C16 1.484, N20 1.303
16 C -4.859 1.457 -0.125  C15 1.484, C17 1.512, H39 1.091, H40 1.095
17 C -6.168 1.087 0.535  C16 1.512, C18 1.498, C19 1.498, H41 1.082
18 C -7.420 1.810 0.146  C17 1.498, C19 1.499, H42 1.079, H43 1.080
19 C -7.222 0.381 -0.262  C17 1.498, C18 1.499, H44 1.079, H45 1.080
20 N -3.750 -0.453 0.985  C15 1.303, O21 1.362
21 O -2.720 -1.284 0.664  C13 1.335, N20 1.362
22 C 1.007 -2.597 -0.780  N11 1.450, C23 1.527, H46 1.094, H47 1.104
23 C 2.089 -2.785 0.281  C8 1.531, C22 1.527, H48 1.091, H49 1.092
24 H 4.800 3.407 -0.844  C3 1.088
25 H 3.805 3.191 0.597  C3 1.092
26 H 5.927 2.556 1.564  C4 1.088
27 H 6.529 1.988 0.003  C4 1.090
28 H 5.935 -0.140 0.886  C5 1.094
29 H 4.666 0.550 1.920  C5 1.098
30 H 3.079 -0.792 -1.344  C7 1.091
31 H 4.460 -1.611 -0.577  C7 1.097
32 H 3.345 -1.630 1.583  C8 1.097
33 H 2.008 0.510 1.276  C9 1.091
34 H 1.119 -0.846 1.984  C9 1.092
35 H -0.254 0.279 0.317  C10 1.093
36 H 0.987 0.073 -0.928  C10 1.102
37 H -0.924 -1.087 -2.132  C12 1.104
38 H -1.475 -2.632 -1.420  C12 1.095
39 H -5.002 1.690 -1.181  C16 1.091
40 H -4.436 2.343 0.360  C16 1.095
41 H -6.052 0.797 1.571  C17 1.082
42 H -8.147 2.032 0.912  C18 1.079
43 H -7.350 2.570 -0.618  C18 1.080
44 H -7.812 -0.380 0.224  C19 1.079
45 H -7.019 0.174 -1.302  C19 1.080
46 H 0.538 -3.565 -0.982  C22 1.094
47 H 1.451 -2.235 -1.723  C22 1.104
48 H 1.626 -3.239 1.159  C23 1.091
49 H 2.852 -3.468 -0.097  C23 1.092

Gap between HOMO and LUMO, eV: 9.58
Total charge: 0
Max |F|, Eh/bohr: 0.0239
SMILES string: O=C1CCCN1CC1CCN(Cc2nc(CC3CC3)no2)CC1
Energy above the lowest of the compared OMol25 structures with the same formula, charge and spin, kcal per mole: 6.3
HOMO, eV: -8.83

natural (NBO) analysis output, partial charges in e: number 1, O, carries -0.63; number 2, C, carries 0.69; number 3, C, carries -0.50; number 4, C, carries -0.40; number 5, C, carries -0.20; number 6, N, carries -0.43; number 7, C, carries -0.22; number 8, C, carries -0.22; number 9, C, carries -0.40; number 10, C, carries -0.24; number 11, N, carries -0.44; number 12, C, carries -0.27; number 13, C, carries 0.52; number 14, N, carries -0.50; number 15, C, carries 0.32; number 16, C, carries -0.44; number 17, C, carries -0.22; number 18, C, carries -0.42; number 19, C, carries -0.42; number 20, N, carries -0.16; number 21, O, carries -0.27; number 22, C, carries -0.22; number 23, C, carries -0.40; number 24, H, carries 0.24; number 25, H, carries 0.23; number 26, H, carries 0.22; number 27, H, carries 0.21; number 28, H, carries 0.20; number 29, H, carries 0.18; number 30, H, carries 0.23; number 31, H, carries 0.20; number 32, H, carries 0.20; number 33, H, carries 0.21; number 34, H, carries 0.21; number 35, H, carries 0.21; number 36, H, carries 0.20; number 37, H, carries 0.20; number 38, H, carries 0.22; number 39, H, carries 0.23; number 40, H, carries 0.23; number 41, H, carries 0.23; number 42, H, carries 0.22; number 43, H, carries 0.21; number 44, H, carries 0.22; number 45, H, carries 0.21; number 46, H, carries 0.20; number 47, H, carries 0.16; number 48, H, carries 0.22; number 49, H, carries 0.21

---

(2)
One molecule with the formula C17H26N4O3, computed with ωB97M-V/def2-TZVPD.

Each atom is followed by the atoms it is bonded to, with distances in Å.
Positions of all 50 atoms, in Å:
1 C -2.166 0.210 5.257  N2 1.437, H25 0.959, H26 1.064, H27 1.215
2 N -1.505 1.441 4.919  C1 1.437, C3 1.422, C4 1.719
3 C -2.376 2.566 4.889  N2 1.422, H28 1.239, H29 0.980, H30 1.037
4 C -0.380 1.235 3.635  N2 1.719, C5 1.792, H31 0.959, H32 0.956
5 C -1.410 0.989 2.188  C4 1.792, N6 1.377, H33 1.122, H34 1.140
6 N -0.415 0.834 1.248  C5 1.377, C7 1.194, H35 1.125
7 C -0.084 1.497 0.312  N6 1.194, C8 1.427, H36 1.307
8 C 0.879 1.438 -0.739  C7 1.427, C9 1.466, C23 1.245
9 C 1.346 2.604 -1.494  C8 1.466, O10 1.306, N11 1.331
10 O 0.545 3.635 -1.447  C9 1.306
11 N 2.348 2.452 -2.357  C9 1.331, C12 1.380, H37 0.877
12 C 2.827 1.195 -2.668  N11 1.380, O13 1.340, N14 1.550
13 O 3.868 0.948 -3.474  C12 1.340
14 N 2.575 0.042 -1.663  C12 1.550, C15 1.369, C23 1.383
15 C 3.106 -1.157 -2.054  N14 1.369, C16 1.450, H38 1.240, H39 1.265
16 C 2.484 -2.008 -3.049  C15 1.450, C17 1.877, H40 1.134, H41 0.938
17 C 0.617 -1.930 -2.869  C16 1.877, C18 1.216, C22 1.509
18 C 0.033 -0.884 -3.073  C17 1.216, C19 1.378, H42 1.115
19 C -1.275 -0.587 -2.752  C18 1.378, C20 1.767, H43 1.059, H44 1.052
20 C -1.819 -1.781 -1.567  C19 1.767, C21 1.565, H45 0.932, H46 1.116
21 C -0.995 -3.083 -1.838  C20 1.565, C22 1.449, H47 1.114, H48 1.023
22 C 0.449 -2.966 -1.786  C17 1.509, C21 1.449, H49 1.153, H50 0.922
23 C 1.653 0.463 -0.722  C8 1.245, N14 1.383, O24 1.568
24 O 1.693 -0.871 0.101  C23 1.568
25 H -1.520 -0.496 5.317  C1 0.959
26 H -2.729 0.356 6.147  C1 1.064
27 H -2.995 -0.076 4.416  C1 1.215
28 H -1.649 3.495 4.513  C3 1.239
29 H -2.670 3.002 5.715  C3 0.980
30 H -2.995 2.582 4.058  C3 1.037
31 H -0.064 2.120 3.444  C4 0.959
32 H 0.087 0.446 3.906  C4 0.956
33 H -2.027 0.054 2.236  C5 1.122
34 H -2.014 1.956 2.179  C5 1.140
35 H 0.222 -0.084 1.110  N6 1.125
36 H -0.428 2.758 0.336  C7 1.307
37 H 2.567 2.963 -3.035  N11 0.877
38 H 4.319 -1.238 -2.302  C15 1.240
39 H 3.091 -1.879 -1.016  C15 1.265
40 H 2.585 -1.517 -4.066  C16 1.134
41 H 2.842 -2.875 -3.043  C16 0.938
42 H 0.473 -0.162 -3.799  C18 1.115
43 H -1.713 0.361 -2.576  C19 1.059
44 H -1.782 -1.137 -3.492  C19 1.052
45 H -2.737 -1.653 -1.477  C20 0.932
46 H -1.347 -1.435 -0.617  C20 1.116
47 H -1.515 -3.464 -2.747  C21 1.114
48 H -1.407 -3.624 -1.074  C21 1.023
49 H 0.713 -4.009 -2.199  C22 1.153
50 H 0.694 -2.726 -0.930  C22 0.922

Gap between HOMO and LUMO, eV: 8.20
Total charge: 0
Max |F|, Eh/bohr: 0.3718
SMILES string: CN(C)CCN/C=C1/C(=O)NC(=O)N(CCC2=CCCCC2)C1=O
Energy above the lowest of the compared OMol25 structures with the same formula, charge and spin, kcal per mole: 449.6
HOMO, eV: -8.41

natural (NBO) analysis output, partial charges in e: number 1, C, carries -0.37; number 2, N, carries -0.44; number 3, C, carries -0.40; number 4, C, carries -0.11; number 5, C, carries -0.26; number 6, N, carries -0.52; number 7, C, carries 0.29; number 8, C, carries -0.46; number 9, C, carries 0.68; number 10, O, carries -0.62; number 11, N, carries -0.59; number 12, C, carries 0.76; number 13, O, carries -0.61; number 14, N, carries -0.43; number 15, C, carries -0.24; number 16, C, carries -0.36; number 17, C, carries 0.10; number 18, C, carries -0.27; number 19, C, carries -0.45; number 20, C, carries -0.33; number 21, C, carries -0.39; number 22, C, carries -0.43; number 23, C, carries 0.64; number 24, O, carries -0.85; number 25, H, carries 0.18; number 26, H, carries 0.20; number 27, H, carries 0.11; number 28, H, carries 0.17; number 29, H, carries 0.21; number 30, H, carries 0.16; number 31, H, carries 0.18; number 32, H, carries 0.19; number 33, H, carries 0.23; number 34, H, carries 0.23; number 35, H, carries 0.49; number 36, H, carries 0.22; number 37, H, carries 0.42; number 38, H, carries 0.24; number 39, H, carries 0.27; number 40, H, carries 0.19; number 41, H, carries 0.18; number 42, H, carries 0.20; number 43, H, carries 0.22; number 44, H, carries 0.22; number 45, H, carries 0.18; number 46, H, carries 0.16; number 47, H, carries 0.19; number 48, H, carries 0.20; number 49, H, carries 0.21; number 50, H, carries 0.22

---

(3)
An isolated ion of composition C17H26NO2 and charge +1, computed with ωB97M-V/def2-TZVPD.

Each atom is followed by the atoms it is bonded to, with distances in Å.
Positions of all 46 atoms, in Å:
1 C -2.702 4.189 -2.326  O2 1.440, H21 1.098, H22 1.110, H23 1.107
2 O -2.183 2.914 -1.904  C1 1.440, C3 1.422
3 C -2.690 2.489 -0.646  O2 1.422, C4 1.537, H24 1.104, H25 1.106
4 C -2.473 0.983 -0.432  C3 1.537, N5 1.529, H26 1.098, H27 1.109
5 N -1.079 0.650 0.101  C4 1.529, C6 1.545, C10 1.534, H28 1.038
6 C -0.423 -0.389 -0.836  N5 1.545, C7 1.535, H29 1.106, H30 1.090
7 C 0.638 0.267 -1.729  C6 1.535, O8 1.418, H31 1.107, H32 1.095
8 O 1.221 1.289 -0.937  C7 1.418, C9 1.407
9 C 2.260 2.015 -1.546  O8 1.407, H33 1.093, H34 1.100, H35 1.103
10 C -0.980 0.323 1.598  N5 1.534, C11 1.552, C17 1.521, C20 1.560
11 C 0.539 0.207 1.890  C10 1.552, C12 1.403, C16 1.405
12 C 1.309 1.373 2.025  C11 1.403, C13 1.405, H36 1.094
13 C 2.704 1.296 2.175  C12 1.405, C14 1.397, H37 1.097
14 C 3.331 0.050 2.252  C13 1.397, C15 1.395, H38 1.097
15 C 2.562 -1.113 2.228  C14 1.395, C16 1.404, H39 1.101
16 C 1.168 -1.034 2.085  C11 1.405, C15 1.404, H40 1.092
17 C -1.662 1.407 2.420  C10 1.521, C18 1.351, H41 1.099
18 C -2.859 0.991 2.890  C17 1.351, C19 1.493, H42 1.095
19 C -3.162 -0.423 2.519  C18 1.493, C20 1.549, H43 1.097, H44 1.098
20 C -1.835 -0.944 1.914  C10 1.560, C19 1.549, H45 1.101, H46 1.097
21 H -2.481 4.272 -3.398  C1 1.098
22 H -3.799 4.259 -2.171  C1 1.110
23 H -2.227 5.024 -1.775  C1 1.107
24 H -2.197 3.084 0.143  C3 1.104
25 H -3.774 2.695 -0.572  C3 1.106
26 H -3.238 0.569 0.237  C4 1.098
27 H -2.564 0.441 -1.396  C4 1.109
28 H -0.479 1.486 -0.036  N5 1.038
29 H 0.046 -1.207 -0.258  C6 1.106
30 H -1.184 -0.825 -1.483  C6 1.090
31 H 1.394 -0.470 -2.064  C7 1.107
32 H 0.205 0.718 -2.628  C7 1.095
33 H 2.474 2.816 -0.834  C9 1.093
34 H 3.169 1.412 -1.686  C9 1.100
35 H 1.975 2.448 -2.520  C9 1.103
36 H 0.828 2.353 1.973  C12 1.094
37 H 3.288 2.224 2.217  C13 1.097
38 H 4.417 -0.006 2.401  C14 1.097
39 H 3.037 -2.102 2.317  C15 1.101
40 H 0.575 -1.951 2.076  C16 1.092
41 H -1.128 2.310 2.747  C17 1.099
42 H -3.564 1.583 3.483  C18 1.095
43 H -3.967 -0.446 1.775  C19 1.097
44 H -3.516 -1.040 3.356  C19 1.098
45 H -1.318 -1.560 2.666  C20 1.101
46 H -1.993 -1.561 1.021  C20 1.097

Gap between HOMO and LUMO, eV: 10.24
Total charge: +1
Max |F|, Eh/bohr: 0.0289
SMILES string: COCC[NH+](CCOC)[C@@]1(c2ccccc2)C=CCC1
Energy above the lowest of the compared OMol25 structures with the same formula, charge and spin, kcal per mole: 36.6
HOMO, eV: -12.28

natural (NBO) analysis output, partial charges in e: number 1, C, carries -0.26; number 2, O, carries -0.55; number 3, C, carries -0.09; number 4, C, carries -0.24; number 5, N, carries -0.42; number 6, C, carries -0.23; number 7, C, carries -0.08; number 8, O, carries -0.57; number 9, C, carries -0.25; number 10, C, carries 0.12; number 11, C, carries -0.09; number 12, C, carries -0.19; number 13, C, carries -0.20; number 14, C, carries -0.19; number 15, C, carries -0.22; number 16, C, carries -0.16; number 17, C, carries -0.26; number 18, C, carries -0.11; number 19, C, carries -0.45; number 20, C, carries -0.43; number 21, H, carries 0.21; number 22, H, carries 0.18; number 23, H, carries 0.18; number 24, H, carries 0.18; number 25, H, carries 0.20; number 26, H, carries 0.24; number 27, H, carries 0.23; number 28, H, carries 0.48; number 29, H, carries 0.24; number 30, H, carries 0.23; number 31, H, carries 0.21; number 32, H, carries 0.19; number 33, H, carries 0.20; number 34, H, carries 0.19; number 35, H, carries 0.18; number 36, H, carries 0.21; number 37, H, carries 0.23; number 38, H, carries 0.23; number 39, H, carries 0.23; number 40, H, carries 0.21; number 41, H, carries 0.24; number 42, H, carries 0.24; number 43, H, carries 0.21; number 44, H, carries 0.25; number 45, H, carries 0.25; number 46, H, carries 0.22